Below is a cluster of 2 separate species, C9H14 in total in a non-equilibrium geometry, with properties calculated with wB97M-V/def2-TZVPD.

Last columns: bonded neighbours and bond lengths (Å).
Element x y z (Å)
1 C -1.20 0.00 1.90  C2 1.434, H8 1.086, H9 1.141, H10 1.012
2 C -1.08 -0.35 0.51  C1 1.434, C3 1.421, C7 1.445
3 C -1.58 0.41 -0.57  C2 1.421, C4 1.342, H11 1.098
4 C -1.55 0.16 -1.89  C3 1.342, C5 1.437, H12 1.006
5 C -1.05 -1.14 -2.24  C4 1.437, C6 1.424, H13 1.051
6 C -0.46 -1.95 -1.22  C5 1.424, C7 1.347, H14 1.070
7 C -0.49 -1.60 0.08  C2 1.445, C6 1.347, H15 1.077
8 H -1.45 -0.72 2.67  C1 1.086
9 H -1.87 0.92 1.97  C1 1.141
10 H -0.30 0.25 2.31  C1 1.012
11 H -2.07 1.33 -0.22  C3 1.098
12 H -2.00 0.66 -2.63  C4 1.006
13 H -1.07 -1.49 -3.23  C5 1.051
14 H -0.06 -2.91 -1.49  C6 1.070
15 H 0.01 -2.21 0.81  C7 1.077
16 C 2.39 0.62 0.90  C17 1.501, H18 1.166, H19 1.055, H20 1.071
17 C 1.79 1.66 0.00  C16 1.501, H21 1.118, H22 0.991, H23 1.105
18 H 2.75 -0.10 0.05  C16 1.166
19 H 3.12 0.78 1.65  C16 1.055
20 H 1.69 -0.06 1.34  C16 1.071
21 H 0.79 1.36 -0.40  C17 1.118
22 H 2.29 1.84 -0.83  C17 0.991
23 H 1.42 2.53 0.57  C17 1.105

Calculated values
relative energy (zero: lowest compared OMol25 entry of this formula, charge and spin): 184.85 kJ/mol
lowest unoccupied orbital energy: 1.0 eV
SMILES: Cc1ccccc1.CC